A molecular structure, C31H30Cl60O4 at a distorted geometry, computed with ωB97M-V/def2-TZVPD.

The relative energy (zero: lowest compared OMol25 entry of this formula, charge and spin) is 0.000 eV. As for the energy: -29111.26924 Eh. The value obtained for the gap between HOMO and LUMO is 9.41 eV. Its HOMO energy is -9.602 eV. As for the spin multiplicity: 1.

CARTESIAN COORDINATES (ANGSTROEM)
C 2.323 -3.614 -0.052
O 3.509 -2.885 -0.469
C 3.193 -1.824 -1.422
C 1.845 -0.992 -1.072
C 0.542 -1.472 -1.946
C -0.458 -0.227 -2.235
C -1.917 -0.675 -1.652
C -1.949 -0.749 -0.025
C -3.496 -0.715 0.470
C -4.364 -2.001 0.008
C -5.150 -1.824 -1.395
C -4.787 -2.922 -2.516
C -5.218 -4.436 -2.154
C -4.023 -5.477 -2.563
C -2.729 -5.364 -1.611
C -1.236 -5.437 -2.294
O -0.469 -6.205 -1.298
C -1.202 -5.998 -0.072
O -0.763 -5.701 1.078
O -2.596 -6.236 -0.455
H 1.699 -3.055 0.760
H 2.679 -4.589 0.450
H 1.609 -3.862 -0.937
H 4.064 -1.053 -1.356
H 3.200 -2.190 -2.528
H 1.623 -0.949 0.063
H 2.051 0.115 -1.383
H 0.030 -2.289 -1.291
H 0.891 -2.015 -2.916
H -0.095 0.780 -1.822
H -0.596 -0.195 -3.393
H -2.764 0.029 -1.981
H -2.066 -1.768 -2.016
H -1.372 0.136 0.452
H -1.415 -1.722 0.321
H -3.456 -0.753 1.632
H -3.997 0.285 0.200
H -5.168 -2.164 0.838
H -3.668 -2.916 0.066
H -4.815 -0.794 -1.829
H -6.280 -1.806 -1.147
H -5.371 -2.613 -3.478
H -3.677 -2.949 -2.824
H -6.103 -4.712 -2.863
H -5.605 -4.591 -1.084
H -3.689 -5.343 -3.666
H -4.434 -6.567 -2.503
H -2.757 -4.262 -1.280
H -0.834 -4.352 -2.139
H -1.142 -5.855 -3.357
C 6.835 0.701 -1.341
Cl 7.520 0.094 -2.867
Cl 5.211 1.359 -1.642
Cl 6.725 -0.629 -0.168
Cl 7.882 1.980 -0.689
C -2.639 -1.280 -6.105
Cl -2.965 -0.025 -4.887
Cl -1.235 -0.803 -7.085
Cl -2.296 -2.823 -5.289
Cl -4.059 -1.470 -7.158
C 7.149 -4.323 -2.695
Cl 8.704 -5.060 -3.151
Cl 5.881 -4.877 -3.813
Cl 6.728 -4.806 -1.036
Cl 7.283 -2.551 -2.781
C 9.785 3.280 2.651
Cl 10.688 4.190 1.418
Cl 9.891 4.128 4.212
Cl 8.080 3.152 2.162
Cl 10.481 1.651 2.813
C -2.587 2.687 2.065
Cl -0.838 2.406 1.912
Cl -3.287 1.471 3.161
Cl -2.871 4.312 2.728
Cl -3.345 2.566 0.457
C -6.236 1.979 -8.263
Cl -6.164 3.726 -8.584
Cl -5.701 1.088 -9.706
Cl -5.173 1.583 -6.895
Cl -7.908 1.517 -7.869
C 10.943 -1.949 -0.452
Cl 9.687 -3.136 -0.869
Cl 12.337 -2.788 0.268
Cl 11.461 -1.093 -1.922
Cl 10.290 -0.776 0.716
C 13.608 6.340 3.208
Cl 13.294 4.643 3.633
Cl 15.031 6.922 4.101
Cl 13.912 6.466 1.461
Cl 12.194 7.329 3.637
C -7.101 2.782 4.727
Cl -7.404 4.058 5.927
Cl -5.732 3.256 3.697
Cl -6.716 1.262 5.564
Cl -8.550 2.552 3.714
C 2.965 2.492 3.906
Cl 4.712 2.207 3.747
Cl 2.262 1.275 4.996
Cl 2.686 4.116 4.573
Cl 2.197 2.368 2.307
C -11.747 4.523 6.462
Cl -11.145 6.068 7.104
Cl -10.511 3.798 5.409
Cl -12.099 3.418 7.810
Cl -13.231 4.807 5.526
C 13.694 1.350 -4.425
Cl 12.438 0.163 -4.844
Cl 15.086 0.510 -3.706
Cl 14.212 2.208 -5.894
Cl 13.037 2.518 -3.256
C -11.101 4.589 1.329
Cl -11.369 2.897 1.806
Cl -9.661 5.219 2.160
Cl -10.856 4.677 -0.430
Cl -12.518 5.563 1.780
C -2.816 -2.595 4.308
Cl -1.645 -1.256 4.353
Cl -3.054 -3.227 5.953
Cl -4.370 -2.008 3.673
Cl -2.197 -3.890 3.259
C -4.671 6.779 7.163
Cl -3.713 8.214 7.594
Cl -3.959 5.998 5.734
Cl -4.671 5.636 8.524
Cl -6.341 7.269 6.801